# 1
The following is a DFT calculation (ωB97M-V with the def2-TZVPD basis set) of an isolated molecule of C5H8O in a non-equilibrium geometry.

Each line ends with the Löwdin charge.
Geometry (Å):
C 2.041 0.556 -0.424  0.01
C 1.367 0.000 0.596  -0.13
C 0.147 -0.831 0.416  -0.29
O -0.511 -0.926 -0.847  -0.03
C -1.230 -0.285 0.233  -0.30
C -1.568 1.174 0.026  -0.05
H 1.713 0.464 -1.444  0.06
H 2.889 1.230 -0.238  0.06
H 1.681 0.154 1.694  0.13
H 0.168 -1.769 0.926  0.13
H -2.034 -0.925 0.635  0.14
H -2.441 1.309 -0.663  0.09
H -0.647 1.670 -0.298  0.07
H -1.781 1.590 1.079  0.10

**LUMO level**: 1.135 eV
**SMILES**: C=C[C@@H]1O[C@@H]1C
**Electronic energy**: -270.4810 hartree

***

# 2
The following is a DFT calculation (ωB97M-V with the def2-TZVPD basis set) of an isolated molecule of C22H24N4O3 in a non-equilibrium geometry.

Each line ends with the Löwdin charge.
Geometry (Å):
C -0.410 -3.557 -2.575  -0.05
C -0.311 -2.316 -1.689  -0.37
C 1.078 -2.193 -1.054  -0.14
C 1.222 -0.877 -0.286  -0.16
C 2.581 -0.756 0.339  -0.25
C 3.660 -0.288 -0.398  -0.04
C 4.917 -0.195 0.172  -0.09
C 5.111 -0.571 1.490  -0.10
C 4.041 -1.037 2.235  -0.09
C 2.784 -1.129 1.662  -0.04
N -1.336 -2.365 -0.668  0.09
C -2.249 -1.393 -0.459  -0.48
O -2.293 -0.372 -1.115  0.07
C -3.233 -1.743 0.652  -0.10
C -4.308 -0.677 0.856  -0.16
C -3.859 0.444 1.796  -0.13
N -2.825 1.266 1.205  -0.07
N -3.274 2.173 0.325  0.12
C -2.451 2.903 -0.314  -0.09
N -1.099 2.833 -0.116  0.07
C -0.584 1.925 0.815  -0.09
C 0.791 2.057 0.907  0.09
C 1.120 3.068 -0.006  -0.20
O 2.189 3.738 -0.476  0.07
C 1.698 4.616 -1.387  -0.10
C 0.343 4.545 -1.527  0.02
C -0.051 3.529 -0.625  -0.15
C -1.495 1.016 1.479  -0.38
O -1.157 0.115 2.231  0.06
H 0.309 -3.497 -3.387  0.08
H -1.407 -3.638 -3.000  0.08
H -0.203 -4.454 -1.995  0.08
H -0.524 -1.418 -2.280  0.15
H 1.835 -2.243 -1.839  0.12
H 1.244 -3.034 -0.376  0.13
H 1.056 -0.048 -0.978  0.12
H 0.457 -0.828 0.490  0.10
H 3.511 0.015 -1.425  0.11
H 5.748 0.176 -0.412  0.10
H 6.092 -0.497 1.937  0.10
H 4.184 -1.326 3.266  0.10
H 1.946 -1.478 2.248  0.12
H -1.315 -3.159 -0.047  0.15
H -3.700 -2.695 0.386  0.12
H -2.666 -1.886 1.575  0.12
H -5.202 -1.135 1.280  0.11
H -4.563 -0.236 -0.110  0.11
H -3.455 0.031 2.722  0.12
H -4.705 1.099 2.016  0.12
H -2.832 3.616 -1.026  0.13
H 1.440 1.493 1.544  0.12
H 2.415 5.245 -1.877  0.12
H -0.265 5.134 -2.182  0.10

**LUMO level**: 0.794 eV
**SMILES**: C[C@H](CCc1ccccc1)NC(=O)CCCn1ncn2c(cc3occc32)c1=O
**Electronic energy**: -1297.4896 hartree

***

# 3
The following is a DFT calculation (ωB97M-V with the def2-TZVPD basis set) of a 2-piece molecular cluster, C10H18NO2 overall.

Each line ends with the Löwdin charge.
Geometry (Å):
C 1.637 -3.481 -0.398  0.04
N 0.226 -3.058 -0.509  -0.08
C -0.080 -1.757 -0.659  0.00
C -1.387 -1.346 -0.760  0.00
C -2.403 -2.293 -0.717  0.02
C -2.068 -3.637 -0.561  0.00
C -0.745 -3.989 -0.465  -0.01
H 2.243 -2.615 -0.160  0.10
H 1.954 -3.922 -1.339  0.11
H 1.719 -4.215 0.396  0.11
H 0.736 -1.052 -0.698  0.15
H -1.570 -0.285 -0.862  0.11
H -3.436 -1.990 -0.805  0.13
H -2.817 -4.411 -0.509  0.13
H -0.440 -5.019 -0.357  0.15
C 2.371 2.790 0.766  -0.11
O 1.347 3.763 0.800  -0.18
C 0.536 3.795 -0.360  -0.20
C -0.797 3.123 -0.131  -0.19
O -0.657 1.722 0.111  -0.23
C -0.734 1.391 1.489  -0.10
H 2.797 2.732 1.765  0.09
H 1.981 1.805 0.486  0.07
H 3.160 3.073 0.062  0.09
H 1.054 3.332 -1.206  0.13
H 0.356 4.844 -0.611  0.13
H -1.417 3.243 -1.023  0.13
H -1.314 3.596 0.707  0.13
H -1.758 1.495 1.861  0.10
H -0.071 2.016 2.088  0.09
H -0.426 0.350 1.598  0.08

**Total charge**: +1
**LUMO level**: -4.382 eV
**Electronic energy**: -596.7898 hartree

***

# 4
The following is a DFT calculation (ωB97M-V with the def2-TZVPD basis set) of C31H24NdO2P2Se2 as an isolated structure in a non-equilibrium geometry.

Each line ends with the Mulliken spin population.
Geometry (Å):
Nd -0.213 -1.163 -1.256  3.05
O -1.787 -1.713 -2.973  -0.01
C -2.560 -2.261 -2.102  0.00
O -2.082 -3.000 -1.199  0.00
C -3.938 -1.737 -2.012  0.00
C -5.033 -2.508 -2.372  0.00
C -6.301 -1.955 -2.253  0.00
C -6.451 -0.670 -1.772  0.00
C -5.372 0.089 -1.336  0.00
C -4.136 -0.456 -1.434  0.00
P -2.668 0.555 -0.937  0.00
C -2.124 -0.273 0.647  0.00
C -2.899 -1.255 1.293  0.00
C -2.379 -2.013 2.381  0.00
C -1.078 -1.818 2.727  0.00
C -0.310 -0.790 2.194  0.00
C -0.882 0.069 1.212  0.00
C -3.151 2.217 -0.429  0.00
C -2.771 3.338 -1.077  0.00
C -3.069 4.606 -0.511  0.00
C -3.779 4.696 0.643  0.00
C -4.197 3.531 1.333  0.00
C -3.906 2.286 0.772  0.00
H -4.902 -3.478 -2.816  0.00
H -7.156 -2.545 -2.560  0.00
H -7.477 -0.363 -1.647  0.00
H -5.538 1.016 -0.826  0.00
H -3.890 -1.484 0.910  0.00
H -2.999 -2.763 2.815  0.00
H -0.628 -2.507 3.389  0.00
H 0.738 -0.697 2.373  0.00
H -0.307 0.900 0.827  0.00
H -2.221 3.218 -2.095  0.00
H -2.755 5.481 -1.024  0.00
H -4.091 5.632 1.066  0.00
H -4.651 3.614 2.344  0.00
H -4.169 1.413 1.355  0.00
Se 2.259 -2.590 -0.572  -0.01
P 3.320 -0.715 -0.663  0.00
Se 2.021 0.760 -1.617  -0.01
C 3.648 -0.139 1.049  0.00
C 3.954 1.188 1.266  0.00
C 4.114 1.584 2.600  0.00
C 4.059 0.709 3.638  0.00
C 3.747 -0.634 3.385  0.00
C 3.590 -1.070 2.089  0.00
C 4.984 -0.802 -1.407  0.00
C 5.810 -1.890 -1.131  0.00
C 7.091 -1.879 -1.589  0.00
C 7.554 -0.768 -2.243  0.00
C 6.691 0.323 -2.487  0.00
C 5.383 0.338 -2.032  0.00
H 3.973 1.883 0.473  0.00
H 4.362 2.628 2.772  0.00
H 4.041 1.098 4.657  0.00
H 3.555 -1.387 4.179  0.00
H 3.375 -2.080 1.895  0.00
H 5.402 -2.712 -0.624  0.00
H 7.751 -2.710 -1.426  0.00
H 8.610 -0.756 -2.584  0.00
H 7.082 1.175 -3.082  0.00
H 4.757 1.233 -2.198  0.00

**Total charge**: +1
**LUMO level (spin up / spin down)**: -3.567 / -3.285 eV
**Electronic energy**: -7393.0891 hartree
**⟨S²⟩**: 3.756
**2S+1**: 4

***

# 5
The following is a DFT calculation (ωB97M-V with the def2-TZVPD basis set) of a 2-piece molecular cluster, C6H13F2N2 overall in a non-equilibrium geometry.

Each line ends with the Löwdin charge.
Geometry (Å):
C -1.757 0.574 -0.089  -0.32
C -2.444 1.241 -1.203  0.00
C 0.415 -2.348 0.313  -0.07
C 3.051 0.117 -0.206  0.01
C -0.107 -0.987 0.539  -0.16
C 1.773 0.678 0.323  -0.34
N -1.857 1.128 1.147  0.23
N -0.899 -0.390 -0.400  0.10
F 1.042 1.424 -0.569  0.05
F 1.824 1.334 1.468  0.12
H -3.501 0.861 -1.505  0.14
H -2.021 1.168 -2.205  0.09
H -2.529 2.357 -1.053  0.12
H 1.062 -2.600 1.233  0.12
H -0.319 -3.139 0.315  0.08
H 1.061 -2.388 -0.608  0.10
H 3.763 0.812 -0.794  0.14
H 2.831 -0.769 -0.816  0.08
H 3.640 -0.164 0.569  0.05
H -0.237 -0.631 1.489  0.07
H -2.561 1.760 1.330  0.10
H -1.400 0.687 2.013  0.17
H -0.831 -0.723 -1.294  0.14

**Total charge**: +1
**LUMO level (spin up / spin down)**: -3.797 / -4.220 eV
**Electronic energy**: -545.3225 hartree

***

# 6
The following is a DFT calculation (ωB97M-V with the def2-TZVPD basis set) of an isolated molecule of C9H11FN2O in a non-equilibrium geometry.

Each line ends with the Löwdin charge.
Geometry (Å):
F -0.173 -0.314 -1.976  0.07
C 1.171 -0.414 -1.769  -0.29
N 1.917 -0.517 -2.799  0.14
C 3.240 -0.636 -2.621  -0.12
C 3.806 -0.701 -1.320  -0.07
C 2.992 -0.492 -0.209  0.01
C 1.611 -0.309 -0.430  -0.19
O 0.729 0.031 0.557  -0.03
C -0.501 -0.663 0.760  -0.16
C -1.639 0.294 0.580  -0.36
C -1.841 1.306 1.732  -0.11
C -3.357 0.996 1.574  -0.18
N -3.013 -0.237 0.784  -0.03
H 3.934 -0.671 -3.467  0.11
H 4.888 -0.850 -1.162  0.11
H 3.390 -0.421 0.812  0.13
H -0.660 -1.530 0.064  0.14
H -0.604 -1.073 1.808  0.14
H -1.593 0.765 -0.407  0.14
H -1.532 2.327 1.481  0.10
H -1.375 0.992 2.681  0.11
H -3.939 0.749 2.495  0.11
H -3.863 1.730 0.915  0.11
H -3.590 -0.360 -0.083  0.12

**LUMO level**: 0.917 eV
**SMILES**: Fc1ncccc1OC[C@@H]1CCN1
**Electronic energy**: -634.1035 hartree

***

# 7
The following is a DFT calculation (ωB97M-V with the def2-TZVPD basis set) of C4H7NO as an isolated structure.

Each line ends with the Löwdin charge.
Geometry (Å):
C 0.548 -1.711 0.728  -0.06
C 0.394 -0.336 0.123  -0.36
C -0.310 -0.024 -1.102  -0.23
N -0.991 0.205 -0.014  0.00
C -0.885 2.014 0.445  -0.11
O -1.552 2.503 1.228  0.13
H 0.537 -1.654 1.822  0.08
H 1.497 -2.166 0.425  0.07
H -0.268 -2.369 0.412  0.08
H 1.158 0.394 0.425  0.12
H 0.306 1.440 -1.475  0.08
H -0.581 -0.361 -2.094  0.12
H 0.146 2.065 -0.924  0.08

**LUMO level**: 0.991 eV
**Electronic energy**: -286.4359 hartree

***

What did we get for energy relative to the best compared isomer or geometry (same formula, charge and spin)? Answer: 48.25, 49.65, 0.00, 14.58, 69.01, 36.61, 122.85 kcal per mole, in the order shown.